11
Properties=species:S:1:pos:R:3:forces:R:3 method="wB97M-V/def2-TZVPD" relative_energy_ev=8.235 homo_ev=-9.752 largest_force_ev_per_a=6.683
O 0.332 -2.089 0.762 0.3 1.2 -0.2
C 0.730 -0.959 1.040 1.1 -3.5 1.8
C -0.837 -0.296 -1.225 2.2 -1.9 0.5
C -0.296 0.483 -0.268 -1.1 6.5 -1.2
S -0.073 3.330 0.143 0.1 -0.2 -0.2
H 1.640 -0.541 0.583 -0.4 0.3 -0.4
H -0.145 -0.759 -1.929 0.0 0.6 -0.5
H 0.525 -0.655 2.083 -0.3 1.0 -0.3
H 0.553 1.258 -0.430 0.3 -2.1 -0.9
H -0.885 1.307 0.236 -1.0 -2.5 1.2
H -1.545 -1.077 -0.995 -1.2 0.7 0.1


12
Properties=species:S:1:pos:R:3:forces:R:3 method="wB97M-V/def2-TZVPD" relative_energy_ev=3.652 homo_ev=-8.820 largest_force_ev_per_a=5.343
C 1.506 -0.771 0.081 3.6 0.9 3.8
C 2.543 -0.063 -0.328 -0.9 -0.6 0.2
C -1.362 1.339 0.071 -0.1 -4.0 -2.0
N -3.185 -0.611 0.463 -0.7 0.6 0.6
S -1.990 -0.144 -0.368 1.3 1.7 -0.4
H 1.502 -1.127 1.137 -0.6 0.7 -0.8
H 0.799 -1.043 -0.547 -3.1 -1.8 -2.8
H 2.811 0.089 -1.314 -0.4 0.5 -2.3
H 3.251 0.401 0.259 1.4 0.4 1.9
H -0.344 1.409 -0.285 0.0 0.5 0.0
H -1.790 1.814 0.870 -0.8 1.5 1.9
H -3.741 -1.293 -0.039 0.3 -0.2 -0.1


46
Properties=species:S:1:pos:R:3:forces:R:3 method="wB97M-V/def2-TZVPD" homo_ev=-8.877 largest_force_ev_per_a=4.671
O -0.487 1.862 -1.850 0.1 0.1 0.2
C 0.472 1.835 -1.109 -1.4 -0.3 -1.0
C 1.506 2.977 -1.219 0.0 -0.4 0.9
C 2.839 2.598 -0.622 0.5 -0.1 0.5
C 3.664 1.652 -1.251 -0.4 -0.3 -0.1
C 4.838 1.178 -0.655 -0.3 0.5 0.1
C 5.211 1.665 0.588 -1.3 0.7 0.7
C 4.326 2.535 1.292 0.6 0.4 -0.7
C 3.191 3.057 0.674 0.2 -1.0 -0.7
N 0.620 0.770 -0.212 0.7 -0.1 1.0
C -0.317 -0.203 0.221 -3.6 2.7 -1.0
N -1.648 -0.116 0.321 2.1 -0.4 0.1
O -2.278 1.142 0.253 1.6 0.2 -0.4
C -3.440 1.139 -0.571 -1.1 -1.2 -0.2
C -4.670 0.609 0.173 0.0 0.4 0.6
C -5.871 -0.011 -0.532 0.5 0.1 0.3
C -4.971 -0.888 0.325 0.3 0.7 -0.1
C 0.189 -1.509 0.641 0.6 -1.1 -0.1
C -0.068 -2.693 -0.096 0.9 -0.9 0.7
C -0.743 -2.688 -1.485 -0.1 -0.2 1.6
F -0.312 -1.630 -2.192 -0.7 -0.5 -0.1
F -0.467 -3.818 -2.183 -0.1 0.8 0.3
F -2.096 -2.661 -1.299 0.9 0.3 -0.8
C 0.358 -3.921 0.455 -0.4 0.1 0.2
C 1.009 -4.012 1.715 -0.5 1.0 -1.2
C 1.330 -2.833 2.373 -0.1 0.3 -0.2
F 2.015 -2.877 3.546 -0.6 0.2 -0.9
C 0.936 -1.588 1.820 0.3 -0.6 0.4
F 1.310 -0.448 2.460 -0.4 -0.7 -0.4
H 1.097 3.829 -0.634 0.0 -0.5 -0.4
H 1.531 3.275 -2.276 0.1 -0.2 0.4
H 3.345 1.195 -2.202 0.2 0.4 0.4
H 5.447 0.437 -1.157 0.0 0.1 -0.1
H 6.135 1.364 1.042 0.2 -0.2 0.2
H 4.543 2.944 2.280 0.3 -0.5 -0.2
H 2.565 3.763 1.217 0.0 -0.1 -0.2
H 1.560 0.596 0.129 -0.2 0.3 0.0
H -3.278 0.540 -1.456 0.3 -0.3 -0.3
H -3.619 2.151 -0.952 0.3 0.0 0.5
H -4.855 1.308 1.021 -0.3 -0.9 -0.5
H -5.828 -0.111 -1.623 -0.1 0.0 0.5
H -6.852 0.221 -0.110 0.3 0.0 -0.3
H -5.367 -1.258 1.284 0.3 0.3 -0.6
H -4.276 -1.565 -0.186 -0.3 0.3 0.3
H 0.119 -4.851 -0.088 0.3 0.6 0.3
H 1.285 -4.966 2.129 0.1 -0.1 0.1


51
Properties=species:S:1:pos:R:3:forces:R:3 method="wB97M-V/def2-TZVPD" total_charge=+1 homo_ev="-10.913 / -10.934" largest_force_ev_per_a=4.426
Rh -0.281 0.165 -0.138 2.3 2.4 -0.2
C 1.088 4.336 1.160 -0.2 0.4 -0.5
C 1.919 3.302 1.791 -0.5 -1.6 -0.6
N 2.677 3.563 2.801 -0.1 1.6 0.2
C 3.311 2.651 3.509 0.2 -1.6 -0.2
C 3.146 1.295 3.265 0.7 0.6 0.5
C 3.913 0.323 4.135 0.2 0.4 -0.3
O 3.205 -0.843 4.465 -0.4 -0.6 0.2
C 2.384 0.903 2.150 -0.5 0.7 -0.9
C 2.265 -0.474 1.778 0.0 0.5 0.1
N 1.479 -0.946 0.874 -1.9 0.9 -0.3
C 1.457 -2.300 0.544 0.1 -1.0 -0.4
C 1.689 -3.310 1.488 -0.2 0.4 -0.2
C 1.643 -4.641 1.124 0.0 -0.1 -0.2
C 1.376 -5.005 -0.187 0.1 0.1 0.1
C 1.148 -4.026 -1.142 -0.1 0.2 -0.1
C 1.169 -2.697 -0.768 0.2 0.2 0.0
I 0.802 -1.194 -2.253 0.0 0.1 1.3
C 1.811 1.917 1.291 1.4 0.2 3.8
O 1.272 1.689 0.194 -2.6 -1.8 -3.1
H 1.389 5.330 1.476 0.1 0.0 -0.1
H 0.043 4.191 1.444 0.0 0.0 0.0
H 1.115 4.234 0.076 0.0 0.2 0.0
H 3.976 3.008 4.281 -0.1 0.0 0.3
H 4.257 0.851 5.032 0.0 -0.1 -0.2
H 4.795 -0.009 3.574 0.0 0.0 0.2
H 2.599 -0.664 5.192 0.0 0.0 0.0
H 2.909 -1.151 2.337 0.1 -0.2 -0.4
H 1.862 -3.046 2.519 0.1 0.1 0.1
H 1.809 -5.402 1.872 0.0 0.0 0.1
H 1.343 -6.043 -0.473 0.0 -0.1 0.0
H 0.942 -4.294 -2.166 0.0 -0.1 -0.1
C -5.105 0.102 -3.321 0.0 0.2 -0.1
C -4.403 -0.243 -2.055 0.3 -0.2 0.4
C -5.096 -0.654 -0.918 0.3 0.0 -0.1
C -4.416 -1.029 0.232 0.2 0.0 0.0
C -3.043 -0.931 0.198 0.0 -0.2 0.3
Br -1.919 -1.427 1.655 -0.5 0.0 0.1
N -2.365 -0.506 -0.856 1.2 0.0 0.9
C -3.013 -0.169 -1.961 -0.4 0.1 -0.4
H -6.149 -0.193 -3.270 -0.1 0.0 -0.1
H -4.634 -0.394 -4.167 0.0 0.0 -0.1
H -5.057 1.175 -3.498 0.0 0.1 0.0
H -6.174 -0.693 -0.934 -0.1 0.0 0.0
H -4.925 -1.384 1.115 0.0 0.0 0.0
H -2.401 0.167 -2.789 -0.1 0.1 0.0
F -1.536 1.791 1.109 0.5 -0.8 0.3
B -2.066 2.597 0.017 0.4 -0.4 0.2
F -3.342 2.214 -0.216 -0.9 -0.1 -0.1
F -1.882 3.897 0.277 0.0 0.7 0.0
F -1.246 2.146 -1.082 0.4 -0.7 -0.5


9
Properties=species:S:1:pos:R:3:forces:R:3 method="wB97M-V/def2-TZVPD" relative_energy_ev=3.513 homo_ev=-9.060 largest_force_ev_per_a=1.372
C -0.201 1.204 -0.427 -0.6 -0.5 -0.1
C -0.727 -0.048 -0.607 -0.2 0.6 -0.2
N 0.917 1.096 0.352 0.0 -1.3 0.4
N 0.505 -1.617 1.023 0.0 0.2 0.3
C 0.130 -0.706 0.305 0.7 0.7 0.2
H 1.725 0.717 -0.131 0.0 0.2 -0.2
H -0.131 -2.359 1.299 0.0 0.0 -0.3
H -0.667 2.164 -0.635 0.1 0.0 -0.2
H -1.552 -0.450 -1.179 0.0 0.0 0.0


33
Properties=species:S:1:pos:R:3:forces:R:3 method="wB97M-V/def2-TZVPD" relative_energy_ev=4.639 total_charge=-1 homo_ev=-3.113 largest_force_ev_per_a=13.701
C 1.391 -0.707 1.397 1.0 2.3 1.1
N 2.499 -0.005 0.645 1.3 -3.3 1.2
C 2.361 -0.052 -0.829 -0.6 3.3 -0.6
C 2.373 1.535 -1.093 -4.4 0.2 1.2
S 1.031 2.226 -2.213 0.7 -0.4 -0.1
C 0.235 0.322 1.410 0.8 3.0 -2.5
N -1.138 -0.016 1.593 -0.2 -1.9 0.7
C -1.361 -0.989 2.644 -0.2 0.2 0.8
H 1.121 -1.673 0.988 0.0 -0.4 0.2
H 1.783 -0.666 2.463 -0.5 -1.1 -1.1
H 3.457 -0.388 0.970 -2.2 0.5 -0.8
H 3.183 -0.469 -1.440 -0.1 -0.2 0.8
H 1.417 -0.458 -1.295 0.8 0.1 1.2
H 3.340 1.826 -1.242 2.6 1.0 -1.2
H 2.044 2.159 -0.179 0.9 -1.8 -0.8
H 0.598 1.207 2.013 -0.3 -0.9 0.1
H 0.204 0.821 0.384 0.6 -0.8 1.0
H -1.743 0.805 1.634 0.4 -0.5 -0.1
H -2.319 -1.492 2.498 0.0 -0.1 0.0
H -0.569 -1.755 2.712 -0.3 0.3 -0.6
H -1.369 -0.558 3.663 -0.1 0.1 0.0
H -2.266 2.696 -0.526 -3.1 4.7 -2.0
H -0.966 1.993 -0.757 3.9 0.4 -2.8
O -1.738 2.039 -0.296 -1.0 -4.8 4.6
H -2.617 -0.479 -0.942 2.4 0.0 0.4
H -3.750 0.439 -0.732 0.2 -0.6 -0.2
O -3.536 -0.460 -1.046 -2.5 0.7 -0.1
H -1.489 -2.799 -1.566 3.6 0.6 1.7
H -0.461 -1.986 -0.757 0.7 10.6 4.9
O -0.528 -2.724 -1.119 -4.2 -11.3 -6.4
H -1.072 -0.381 -3.184 -7.5 0.3 0.0
H 0.096 0.403 -2.611 -0.3 -0.9 -1.5
O -0.211 -0.412 -3.187 7.6 0.7 1.1


16
Properties=species:S:1:pos:R:3:forces:R:3 method="wB97M-V/def2-TZVPD" relative_energy_ev=7.269 total_charge=+1 homo_ev=-14.405 largest_force_ev_per_a=5.225
C -2.645 0.429 1.108 0.3 -0.9 1.1
C -2.402 0.334 -0.298 -0.1 3.7 -0.6
C 1.704 0.939 0.540 4.9 1.9 0.1
C 0.927 -0.121 1.020 -2.6 -0.9 3.0
C 1.581 -1.081 -1.321 0.6 -2.6 0.4
N 1.347 -0.361 -0.091 2.5 1.0 -3.3
N -1.542 -0.072 0.794 0.1 -0.4 0.9
H -3.176 0.457 2.043 -0.3 0.5 0.0
H -2.943 -0.319 -0.861 -1.0 -2.2 -1.5
H -2.166 1.281 -0.806 0.0 -0.4 0.0
H 1.352 1.823 0.096 -1.3 0.8 -0.5
H 2.818 1.203 0.875 -2.3 -1.4 -0.5
H 0.130 -0.468 1.641 0.4 -0.5 0.7
H 2.526 -1.698 -1.141 -1.0 1.0 -0.4
H 0.783 -1.858 -1.342 0.4 0.7 -0.6
H 1.707 -0.489 -2.257 -0.4 -0.1 1.2


26
Properties=species:S:1:pos:R:3:forces:R:3 method="wB97M-V/def2-TZVPD" relative_energy_ev=1.090 total_charge=+2 homo_ev=-17.642 largest_force_ev_per_a=3.046
C 1.835 -2.202 0.073 0.5 -1.6 -1.5
C 0.700 -1.328 -1.987 0.7 1.0 -0.5
N 1.669 -1.285 -1.075 0.0 -0.6 0.4
N -0.569 -1.666 -1.766 0.4 0.0 -0.5
N 1.039 -0.877 -3.216 -1.5 -0.3 0.4
H 2.550 -1.121 -1.542 0.2 0.3 0.3
H -0.956 -1.934 -0.881 0.2 -0.2 0.2
H -1.126 -1.823 -2.592 -0.3 -0.1 0.2
H 1.947 -0.516 -3.449 0.1 -0.1 0.1
H 0.262 -0.556 -3.771 0.3 0.0 -0.4
H 1.703 -3.236 -0.293 -0.2 0.3 0.1
H 1.153 -2.090 0.901 0.1 0.7 0.3
H 2.910 -2.198 0.270 -0.4 0.4 0.8
C -0.633 2.879 0.319 -0.3 1.0 -0.9
C -1.152 1.111 1.918 0.4 -2.9 0.9
N -0.283 1.659 1.055 0.8 1.1 0.7
N -2.337 0.607 1.481 -0.2 2.1 -0.3
N -0.694 0.676 3.105 0.6 0.6 -0.6
H 0.664 1.758 1.411 -0.3 -0.3 0.3
H -2.592 1.018 0.587 -0.3 -0.2 0.1
H -3.116 0.635 2.131 0.1 -0.3 0.1
H 0.310 0.598 3.163 0.0 0.4 0.6
H -1.200 0.194 3.833 -0.4 -0.1 -0.4
H 0.249 3.436 -0.032 0.1 -1.0 -0.1
H -1.104 3.702 0.880 -0.4 -0.9 0.3
H -1.230 2.559 -0.524 -0.2 0.5 -0.3